# C4H32N2O13

12 unconnected molecules or ions with the total composition C4H32N2O13 in a non-equilibrium geometry (ωB97M-V/def2-TZVPD, the Open Molecules 2025 dataset).

Each line ends with the natural charge from an NBO analysis.
Atoms and positions in Å:
C -0.09951 0.58990 -0.88768  -0.3188
C -0.79330 1.52647 0.05220  -0.4536
C -0.73384 2.97049 -0.40688  -0.0655
O -1.44897 3.07430 -1.61259  -0.7538
N 1.37281 0.66119 -0.92309  -0.2165
C 2.12977 -0.04833 -1.87450  0.7118
N 1.63695 -0.64952 -2.99298  -0.8271
O 3.32824 -0.05403 -1.65834  -0.4745
H -0.42059 -0.38972 -0.68247  0.3008
H -0.45173 0.85937 -1.96120  0.2727
H -0.42315 1.35399 1.09978  0.2368
H -1.78248 1.09349 0.20926  0.2495
H 0.32738 3.17325 -0.68175  0.1515
H -1.24194 3.68212 0.28902  0.2286
H -0.71840 2.78731 -2.38197  0.4986
H 1.82229 0.88635 0.05723  0.4765
H 2.24228 -0.93030 -3.74338  0.4463
H 0.63910 -0.91994 -3.10477  0.4579
H 3.36636 0.29134 3.44805  0.4954
H 2.98713 -0.68311 2.23263  0.4961
O 2.74124 -0.39037 3.08564  -1.0009
H -1.63772 -1.47061 2.59821  0.5315
H -2.34330 -0.24762 1.69961  0.5118
O -1.81078 -1.15121 1.63561  -1.0667
H -1.65947 -1.09024 -4.15682  0.4901
H -1.95995 -1.96057 -3.02748  0.5110
O -1.18571 -1.61169 -3.46535  -0.9794
H 3.71239 -0.52534 0.02968  0.4697
H 3.72525 -1.88713 0.61295  0.4780
O 3.99934 -1.02900 0.80317  -0.9309
H 2.17634 -1.94666 3.74895  0.4938
H 1.25417 -2.69949 2.79359  0.4842
O 1.40963 -2.43432 3.72391  -0.9670
H 0.22300 -2.14318 0.84206  0.4969
H 1.08654 -2.56921 -0.17300  0.4758
O 1.20812 -2.30699 0.80453  -0.9675
H -2.11673 1.80280 3.72530  0.4837
H -1.88602 0.21652 4.00586  0.4995
O -2.41372 0.87850 3.62217  -0.9912
H 0.54572 1.83907 -4.19191  0.5068
H 1.09758 3.07639 -3.41442  0.5010
O 0.28812 2.58837 -3.62037  -0.9382
H -2.53600 -1.13887 -0.91689  0.4486
H -2.54004 -2.08365 0.22820  0.5039
O -2.70856 -2.04600 -0.71827  -0.9602
H -3.89091 1.15924 -1.73360  0.4704
H -2.47046 1.71375 -2.21809  0.4856
O -3.29593 1.10773 -2.41008  -0.9807
H 0.01435 -1.57343 4.21596  0.5117
H -0.11508 -0.32239 3.45035  0.4813
O -0.64985 -1.02901 3.94397  -0.9654

Output
Electronic energy, Eh: -1258.864569
E_HOMO (spin up / spin down), eV: -13.61 / -13.61
Spin multiplicity: 2
Largest force on an atom, eV/Å: 5.73
Relative energy (zero: lowest compared OMol25 entry of this formula, charge and spin), kJ/mol: 315.6
HOMO-LUMO gap (spin up / spin down), eV: 10.16 / 4.59
Net charge: +1
<S²>: 0.77